Record 1
Below is a 2-piece molecular cluster, CH2N2O overall, with properties calculated with ωB97M-V/def2-TZVPD.

Output
HOMO energy (spin up / spin down) (eV): -9.63 / -9.08
Frontier orbital gap (spin up / spin down) (eV): 5.779 / 4.359
E_LUMO (spin up / spin down) (hartree): -0.1416 / -0.1734

Element x y z (Å)
C 0.394 0.214 -1.874
N 0.295 -0.271 -2.898
N -0.096 -0.104 1.307
O 0.272 1.020 0.830
H -1.058 0.110 1.753
H 0.191 -0.969 0.882

***

Record 2
Below is an isolated molecule of CH2N2O2, with properties calculated with ωB97M-V/def2-TZVPD.

Output
HOMO energy (spin up / spin down) (eV): -10.48 / -10.41
Frontier orbital gap (spin up / spin down) (eV): 9.596 / 8.804
E_LUMO (spin up / spin down) (hartree): -0.0324 / -0.0589

Element x y z (Å)
C 0.563 0.744 -1.918
N 0.208 0.813 1.608
N 0.422 1.189 -0.476
O 0.809 1.474 -2.860
O 0.408 0.285 0.473
H 0.519 -0.282 -2.028
H 0.390 0.162 2.400

***

Record 3
Below is a 2-piece molecular cluster, CH2N2O2P overall, with properties calculated with ωB97M-V/def2-TZVPD.

Output
Charge: -1
HOMO energy (spin up / spin down) (eV): -3.66 / -6.05
Frontier orbital gap (spin up / spin down) (eV): 6.369 / 9.517
E_LUMO (spin up / spin down) (hartree): 0.0994 / 0.1272

Element x y z (Å)
C -1.757 0.134 0.049
N -2.506 1.018 0.213
N 1.942 1.383 -0.592
O -0.786 -2.055 -0.999
O -0.088 -1.561 1.331
P -0.430 -1.048 -0.033
H 1.140 1.446 0.100
H 2.485 0.683 -0.069

***

Record 4
Below is CH2N2O2S as an isolated structure, with properties calculated with ωB97M-V/def2-TZVPD.

Output
HOMO energy (eV): -9.50
Frontier orbital gap (eV): 9.050
E_LUMO (hartree): -0.0166

Element x y z (Å)
C 0.961 0.218 -0.068
N 0.787 -1.020 0.151
N 0.592 -2.117 0.040
O -1.765 -0.164 1.025
O -1.606 0.750 -1.077
S -1.205 0.905 0.311
H 1.455 0.836 0.650
H 0.781 0.591 -1.031

***

Record 5
Below is a 2-piece molecular cluster, CH2N2O2S overall, with properties calculated with ωB97M-V/def2-TZVPD.

Output
SMILES string: N=C=S.O=NO
HOMO energy (eV): -9.52
Frontier orbital gap (eV): 9.712
E_LUMO (hartree): 0.0072

Element x y z (Å)
N 1.681 -1.799 0.466
C 1.651 -0.687 0.041
S 1.927 0.646 -0.630
H 1.148 -2.685 0.837
O -1.859 -0.356 0.173
N -1.332 0.540 -0.411
O -1.759 1.776 0.068
H -1.458 2.565 -0.544

***

Record 6
Below is a 2-piece molecular cluster, CH2N2O3 overall, with properties calculated with ωB97M-V/def2-TZVPD.

Output
HOMO energy (spin up / spin down) (eV): -9.33 / -9.29
Frontier orbital gap (spin up / spin down) (eV): 8.102 / 8.000
E_LUMO (spin up / spin down) (hartree): -0.0450 / -0.0476

Element x y z (Å)
C 0.091 0.716 -0.440
N -0.419 0.293 1.687
N 0.035 -0.616 -0.771
O 0.058 -0.690 1.892
O 0.787 -1.341 -0.119
O -0.873 -1.067 -1.440
H 1.049 1.314 -0.157
H -0.729 1.392 -0.651

***

Record 7
Below is an isolated molecule of CH2N2O3, with properties calculated with ωB97M-V/def2-TZVPD.

Output
SMILES string: C=[N+]([O-])[N+](=O)[O-]
HOMO energy (spin up / spin down) (eV): -10.00 / -10.00
Frontier orbital gap (spin up / spin down) (eV): 9.023 / 9.022
E_LUMO (spin up / spin down) (hartree): -0.0358 / -0.0358

Element x y z (Å)
C 0.930 -0.650 -0.452
N -0.030 -0.411 0.462
O -0.512 -1.109 1.366
N -0.850 0.859 0.080
O -0.413 1.530 -0.820
O -1.849 0.990 0.676
H 1.587 -1.547 -0.355
H 1.136 0.337 -0.957

***

Record 8
Below is a 2-piece molecular cluster, CH2N2O3P overall, with properties calculated with ωB97M-V/def2-TZVPD.

Output
Charge: -1
HOMO energy (spin up / spin down) (eV): -5.56 / -2.85
Frontier orbital gap (spin up / spin down) (eV): 9.531 / 6.632
E_LUMO (spin up / spin down) (hartree): 0.1460 / 0.1389

Element x y z (Å)
C -0.709 1.002 -0.282
N 0.424 1.378 -0.402
N 2.154 -0.593 0.006
O -2.435 0.264 1.552
O -2.915 -0.232 -0.994
O 1.408 -1.436 0.626
P -2.023 -0.010 0.168
H 1.800 0.279 0.329
H 2.295 -0.652 -1.003

***

Record 9
Below is an isolated molecule of CH2N2O3S, with properties calculated with ωB97M-V/def2-TZVPD.

Output
HOMO energy (eV): -10.04
Frontier orbital gap (eV): 9.483
E_LUMO (hartree): -0.0205

Element x y z (Å)
C -1.879 -0.607 0.589
N -0.929 0.260 0.036
N 2.348 0.731 -0.042
O -2.341 -1.619 0.177
O 3.183 0.433 0.710
O 1.566 -0.381 -0.455
S 0.033 -0.016 -1.190
H -2.104 -0.177 1.499
H 0.122 1.376 -1.325

***

Record 10
Below is a 2-piece molecular cluster, CH2N2O3S overall, with properties calculated with ωB97M-V/def2-TZVPD.

Output
SMILES string: N#S(=O)O.N=C=O
HOMO energy (eV): -10.63
Frontier orbital gap (eV): 10.257
E_LUMO (hartree): -0.0137

Element x y z (Å)
N 1.138 -1.164 -0.463
S 1.609 -1.095 0.895
O 2.585 -1.921 1.542
O 0.935 -0.067 1.978
H 0.462 0.507 1.354
N -1.760 0.822 -2.046
C -1.440 0.906 -0.862
O -0.946 0.908 0.203
H -2.583 1.105 -2.601

***

Record 11
Below is a 2-piece molecular cluster, CH2N2O3S overall, with properties calculated with ωB97M-V/def2-TZVPD.

Output
HOMO energy (eV): -10.29
Frontier orbital gap (eV): 9.366
E_LUMO (hartree): -0.0339

Element x y z (Å)
C 0.910 -1.501 0.063
N 1.518 -1.539 -0.994
N -0.069 0.941 -0.170
O 0.178 -1.734 0.936
O -1.134 1.031 -1.040
O -1.543 1.623 1.771
S -0.179 1.349 1.366
H -1.879 0.775 -0.471
H 2.198 -0.944 -1.462

***

Record 12
Below is a 2-piece molecular cluster, CH2N2O4 overall, with properties calculated with ωB97M-V/def2-TZVPD.

Output
SMILES string: O=C=O.O=NNO
HOMO energy (eV): -10.16
Frontier orbital gap (eV): 10.085
E_LUMO (hartree): -0.0027

Element x y z (Å)
O -0.456 0.762 2.224
C -0.142 1.304 1.330
O -0.104 2.154 0.494
O 1.754 -2.038 -0.657
N 1.422 -0.824 -0.536
N 0.196 -0.387 -0.592
O -1.282 -0.591 -0.749
H 0.345 0.457 -0.012
H -1.733 -0.836 -1.504

***

Record 13
Below is a 2-piece molecular cluster, CH2N2O5S overall, with properties calculated with ωB97M-V/def2-TZVPD.

Output
Charge: -2
HOMO energy (eV): -0.16
Frontier orbital gap (eV): 6.696
E_LUMO (hartree): 0.2400

Element x y z (Å)
C -1.055 -1.171 1.302
N -1.777 -0.019 -0.676
N -0.818 -0.235 0.068
O -0.017 -1.291 1.945
O 1.447 2.193 -1.707
O -2.232 -1.600 1.491
O 1.662 -0.199 -0.997
O 3.085 1.700 0.118
S 1.721 1.479 -0.408
H -2.747 -0.462 -0.335
H 0.730 -0.395 -0.801

***

Record 14
Below is a 2-piece molecular cluster, CH2N2OS2 overall, with properties calculated with ωB97M-V/def2-TZVPD.

Output
HOMO energy (eV): -8.82
Frontier orbital gap (eV): 7.048
E_LUMO (hartree): -0.0653

Element x y z (Å)
C -1.652 -0.565 -0.607
N -1.054 0.331 0.027
N -0.496 1.135 0.596
O 2.383 0.267 -0.776
S 2.082 -0.186 2.005
S 2.543 0.913 0.511
H -1.229 -1.552 -0.654
H -2.578 -0.344 -1.103

***

Record 15
Below is an isolated molecule of CH2N2OS2, with properties calculated with ωB97M-V/def2-TZVPD.

Output
HOMO energy (spin up / spin down) (eV): -8.74 / -8.56
Frontier orbital gap (spin up / spin down) (eV): 7.424 / 7.159
E_LUMO (spin up / spin down) (hartree): -0.0484 / -0.0517

Element x y z (Å)
C -0.031 0.892 0.803
N 1.160 0.396 0.698
N 1.581 -0.687 0.331
O -1.294 -0.414 -2.347
S 0.679 -1.708 -0.646
S -1.160 -0.770 -0.939
H -0.803 0.329 1.316
H -0.132 1.963 0.784

***

Record 16
Below is an isolated molecule of CH2N2OS2, with properties calculated with ωB97M-V/def2-TZVPD.

Output
HOMO energy (eV): -9.68
Frontier orbital gap (eV): 8.603
E_LUMO (hartree): -0.0395

Element x y z (Å)
C -0.974 -1.361 -0.143
N 2.189 -0.828 -0.619
N 0.564 0.726 0.641
O -1.756 1.490 -0.437
S 2.178 0.246 0.292
S -0.869 0.245 -0.247
H -1.685 -1.912 -0.856
H 0.352 1.393 1.369

***

Record 17
Below is an isolated molecule of CH2N2OS2, with properties calculated with ωB97M-V/def2-TZVPD.

Output
HOMO energy (eV): -9.47
Frontier orbital gap (eV): 9.316
E_LUMO (hartree): -0.0057

Element x y z (Å)
C 0.338 -0.137 0.015
N 0.811 -1.365 0.381
N 1.969 -1.710 0.344
O 1.844 1.875 0.861
S 3.122 -0.665 -0.200
S 1.929 1.092 -0.410
H 0.103 -0.102 -1.030
H -0.316 0.428 0.642

***

Record 18
Below is an isolated molecule of CH2N2OS2, with properties calculated with ωB97M-V/def2-TZVPD.

Output
HOMO energy (eV): -8.39
Frontier orbital gap (eV): 7.758
E_LUMO (hartree): -0.0234

Element x y z (Å)
C 0.261 -1.143 0.210
N -0.989 -1.114 -0.057
N -0.699 1.276 0.201
O 2.152 0.315 -0.858
S -1.783 0.239 -0.382
S 1.213 0.314 0.282
H 0.598 -2.168 0.366
H -0.753 2.281 0.237

***

Record 19
Below is CH2N2S2 as an isolated structure, with properties calculated with ωB97M-V/def2-TZVPD.

Output
HOMO energy (eV): -8.44
Frontier orbital gap (eV): 8.354
E_LUMO (hartree): -0.0031

Element x y z (Å)
C 1.415 -0.436 0.442
N 1.809 -1.550 0.879
N 0.234 0.063 0.195
S 2.920 0.553 0.060
S 3.679 -1.156 0.848
H -0.538 -0.550 0.544
H -0.107 0.567 -0.604

***

Record 20
Below is a 2-piece molecular cluster, CH2N3O3P overall, with properties calculated with ωB97M-V/def2-TZVPD.

Output
HOMO energy (eV): -9.42
Frontier orbital gap (eV): 8.181
E_LUMO (hartree): -0.0457

Element x y z (Å)
C -1.912 -2.789 0.526
N -2.905 -3.363 0.293
N 0.271 0.211 -0.132
N -4.107 -4.117 0.113
O -5.084 -3.578 0.518
O -3.951 -5.187 -0.374
O 0.308 -1.855 -1.556
P -0.613 -1.036 -0.784
H 1.256 0.306 -0.339
H -0.136 0.949 0.415